[1]
Formula: C36H77ClN9O9
Source: OMol25
Level of theory: ωB97M-V/def2-TZVPD

The geometry in XYZ format:
```
132
Properties=species:S:1:pos:R:3:forces:R:3:lowdin_charge:R:1
C -2.86980 -4.92353 -0.88946 0.4720 0.4739 -0.0343 -0.1100
C -1.33163 -4.84610 -0.88407 -1.2114 0.3070 -0.3854 -0.6612
Cl -0.82950 -4.82904 -2.63499 0.2996 -0.0309 0.1443 0.6307
C -0.92147 -3.56978 -0.16850 0.6154 -0.7274 0.1851 -0.1654
C 0.58120 -3.36726 0.11950 0.3347 0.2075 0.1145 -0.3757
C 1.32755 -4.69675 0.42008 -0.0476 0.7913 0.6190 -0.1157
C 1.13483 -5.24106 1.85781 0.2116 -0.3523 -0.1864 -0.0978
C -0.28705 -5.54714 2.23546 0.3207 1.3551 0.6875 -0.5021
N -0.99955 -4.64821 3.12890 0.6726 0.2224 0.1505 0.1035
O -0.81841 -6.52350 1.84078 -1.0347 -2.0421 -1.0408 0.1175
C 1.33063 -2.70616 -1.05232 -0.2142 0.4175 0.3570 -0.0931
C 1.11624 -1.20118 -1.25228 0.8784 -0.0087 -1.5195 -0.4498
C -0.16887 -0.88886 -2.04659 0.4450 -0.7680 0.3685 -0.0247
C 2.26254 -0.74832 -2.17774 0.3816 -0.2061 0.7289 -0.0406
N 1.25790 -0.38290 -0.01317 -2.3560 -0.6222 -1.0816 -0.1000
O 0.86956 0.82020 -0.25549 0.9521 0.3817 0.4756 -0.0044
C 0.59809 -0.95437 1.17769 -0.0257 0.4772 2.0320 -0.4516
C -0.89117 -0.56818 1.31566 0.3111 -0.6524 0.2595 -0.0120
C 1.30169 -0.29684 2.40978 -0.5625 -0.1250 -1.1698 -0.0168
C 0.78566 -2.46125 1.35869 0.7064 0.2263 -0.9921 -0.0883
H -3.22114 -5.35414 -1.81377 -0.2135 -0.4374 -0.0369 0.0559
H -3.24971 -5.45469 -0.02141 0.0016 -0.1494 0.0768 0.0791
H -3.25462 -3.90647 -0.88196 -0.2226 0.0749 0.0139 0.0612
H -0.92035 -5.74538 -0.45439 0.2540 -0.1274 -0.0294 0.0686
H -1.37571 -2.74619 -0.70493 0.1105 0.1946 -0.0947 0.0947
H -1.42373 -3.60815 0.79736 -0.2260 0.0190 0.0969 0.1069
H 1.17298 -5.44267 -0.35146 -0.3086 -0.2587 0.0185 0.1129
H 2.37926 -4.43406 0.34222 0.2572 -0.1055 0.1046 0.1106
H 1.66170 -6.19012 1.91329 -0.0400 -0.2684 -0.0641 0.0985
H 1.60469 -4.62787 2.61426 -0.0333 0.5135 -0.0414 0.1112
H -1.89467 -4.41478 2.71289 -0.0960 -0.1809 0.0290 0.0785
H -1.20090 -5.20799 3.95364 -0.1384 0.1534 0.0717 0.0904
H 1.06609 -3.16491 -1.99643 -0.0769 -0.2130 -0.1159 0.0781
H 2.40521 -2.85717 -0.95908 0.1386 -0.1233 0.3758 0.1177
H -0.02669 -0.00167 -2.64015 -0.3288 0.4538 0.2205 0.0674
H -0.29543 -1.70973 -2.74968 -0.1337 -0.0817 -0.1360 0.0773
H -1.05525 -0.86363 -1.42820 -0.2062 0.4200 -0.0502 0.0661
H 2.19530 0.31581 -2.36106 -0.1082 0.2087 -0.1980 0.0718
H 2.28124 -1.31910 -3.10251 -0.1806 0.0291 -0.1636 0.0898
H 3.20223 -0.93246 -1.65484 0.1762 0.0231 -0.0872 0.0843
H -1.04350 0.50024 1.31361 -0.0067 0.2388 -0.3849 0.0796
H -1.18009 -0.89639 2.31241 -0.0803 -0.0423 0.1653 0.0866
H -1.53954 -1.09767 0.62777 -0.1320 0.2165 -0.2799 0.0597
H 2.36070 -0.25283 2.18692 0.2938 0.0294 0.2801 0.0849
H 0.88574 0.70108 2.49193 0.2335 0.2233 0.3450 0.0680
H 1.08930 -0.88397 3.29602 0.0296 0.0760 0.2213 0.0866
H 1.82354 -2.60924 1.66822 0.1679 0.0305 0.0193 0.1292
H 0.17947 -2.74672 2.21119 -0.1751 -0.1771 0.0041 0.1015
C -0.44340 1.61134 5.20181 0.0589 -0.2329 0.0827 -0.3638
O -1.25276 1.00963 4.51669 -0.0637 0.1101 -0.0660 -0.0057
N -0.14148 2.91311 5.08260 0.0752 0.0549 0.0983 -0.1741
C 0.84204 3.56640 5.93182 0.1062 0.0679 -0.2038 -0.0503
C -0.82645 3.68962 4.06576 -0.0990 -0.2025 0.0073 -0.0390
H 0.12829 1.10670 6.00035 0.0100 0.0588 -0.0018 0.1329
H 0.35947 4.37976 6.48124 0.1047 0.0021 0.0795 0.0844
H 1.64933 3.97594 5.31482 -0.2644 -0.0788 0.3125 0.0589
H 1.25759 2.85526 6.64438 -0.1263 -0.0619 0.0030 0.0826
H -1.90420 3.65968 4.24518 -0.0072 0.0070 -0.0702 0.0829
H -0.63147 3.26417 3.08024 -0.0425 0.0874 -0.0371 0.0953
H -0.47837 4.71815 4.09156 0.0780 -0.0142 0.0386 0.0628
C -1.91082 8.05774 3.70361 0.0569 0.0671 -0.0737 -0.3577
O -0.99515 8.62431 4.27569 0.0227 -0.1164 -0.0297 -0.0048
N -2.74117 7.17042 4.27720 -0.0823 -0.0639 -0.1106 -0.1937
C -3.81288 6.52686 3.54082 0.0873 -0.0241 0.2519 -0.0517
C -2.55433 6.84731 5.68247 0.1423 0.1521 -0.0699 -0.0363
H -2.13324 8.23251 2.63629 -0.0243 -0.0176 0.0299 0.1346
H -4.77288 6.76579 4.00239 -0.0491 -0.0555 -0.0832 0.0908
H -3.67055 5.44449 3.55285 -0.0905 -0.0038 -0.0679 0.0805
H -3.82210 6.87032 2.50854 0.0427 0.0303 0.0097 0.0844
H -2.65034 7.75139 6.28442 0.0251 -0.0500 0.0647 0.0944
H -1.55512 6.43781 5.83711 -0.0240 -0.0054 0.0884 0.0789
H -3.29810 6.11944 5.99639 -0.0180 -0.0090 -0.0680 0.0899
C -1.70773 0.24343 -5.02205 0.0357 0.0782 0.0270 -0.3371
O -2.16735 0.25518 -3.89000 -0.1629 0.1236 -0.0773 -0.0243
N -1.90157 -0.73455 -5.91394 0.0268 -0.0017 -0.1423 -0.1761
C -1.30912 -0.68277 -7.23695 -0.3698 -0.2052 0.0072 -0.0625
C -2.72464 -1.87493 -5.53617 0.0756 0.1767 0.1843 -0.0236
H -1.07355 1.06071 -5.40597 -0.0033 -0.0437 -0.0055 0.1332
H -2.09764 -0.70133 -7.99441 0.0412 -0.0452 -0.0297 0.0889
H -0.65393 -1.54302 -7.37795 0.0710 0.0771 -0.1089 0.0926
H -0.72602 0.22311 -7.35006 0.0616 -0.0234 0.0247 0.0523
H -3.72768 -1.53828 -5.27238 -0.0166 -0.1042 0.0407 0.0887
H -2.29455 -2.37170 -4.66530 -0.1015 -0.0600 0.0086 0.0821
H -2.78241 -2.57712 -6.36390 0.0486 0.0455 -0.0401 0.0877
C -4.63294 -1.16051 -2.25352 0.3030 0.0433 -0.1189 -0.3419
O -4.77582 -2.33991 -2.53768 -0.1471 0.0170 0.1200 -0.0041
N -5.47512 -0.45499 -1.47181 -0.0399 0.0464 0.0434 -0.1972
C -5.24378 0.94373 -1.17254 -0.1569 -0.1678 0.0607 -0.0549
C -6.64198 -1.11824 -0.91758 0.1576 -0.1036 -0.1410 -0.0458
H -3.78224 -0.56812 -2.62319 -0.0207 -0.0289 -0.0202 0.1047
H -5.14063 1.07935 -0.09324 0.0217 0.1163 -0.0195 0.0875
H -6.08573 1.54262 -1.52849 0.0560 0.0968 0.0397 0.0865
H -4.33343 1.28673 -1.66096 0.0098 -0.0662 -0.0259 0.0859
H -6.32929 -1.96109 -0.29940 -0.0971 -0.0213 0.0084 0.0894
H -7.26774 -1.50132 -1.72493 -0.0527 -0.0444 0.0716 0.0904
H -7.21479 -0.41776 -0.31430 0.0448 0.0430 -0.0118 0.0826
C 1.82566 6.20335 3.32988 -0.1448 -0.0094 0.2027 -0.3329
O 2.18028 5.10137 3.71843 0.2113 0.1937 -0.3742 -0.0083
N 2.25089 6.79778 2.20543 -0.0464 0.1115 0.0062 -0.1900
C 1.76222 8.10581 1.81722 0.0910 -0.0684 -0.1079 -0.0496
C 3.21731 6.11020 1.36490 -0.0786 -0.1326 0.1858 -0.0352
H 1.09759 6.81559 3.89114 0.0294 0.0178 -0.0360 0.1307
H 1.26892 8.03967 0.84474 -0.0022 0.1141 -0.0063 0.0898
H 2.59308 8.81097 1.74931 -0.0553 0.0583 -0.0406 0.0904
H 1.04718 8.47498 2.55164 0.0114 -0.0457 0.0293 0.0696
H 2.80650 5.15494 1.03572 0.0796 -0.0146 -0.0336 0.0938
H 4.12659 5.91345 1.93379 0.0274 -0.0408 -0.0723 0.0928
H 3.45473 6.72284 0.49887 -0.0454 0.0533 0.0274 0.0847
C 2.21120 1.08846 -6.19219 0.0309 -0.1972 0.0942 -0.3354
O 1.44122 0.42843 -6.86939 0.1516 0.2066 0.0312 -0.0037
N 2.45011 2.40073 -6.35893 0.0887 0.0578 0.0883 -0.1952
C 3.37892 3.12750 -5.51459 -0.1594 0.0670 -0.2047 -0.0538
C 1.75313 3.10870 -7.41936 -0.0437 -0.2331 0.0146 -0.0367
H 2.78718 0.64473 -5.36270 -0.0093 0.0263 -0.0140 0.1321
H 2.85522 3.93541 -4.99989 0.0971 0.0181 0.0596 0.0903
H 4.17828 3.55207 -6.12530 0.0483 0.0358 0.0951 0.0895
H 3.81604 2.46203 -4.77329 -0.0349 -0.0384 -0.0155 0.0838
H 0.67565 3.03828 -7.26428 -0.0073 0.0566 -0.0753 0.0888
H 1.99042 2.65620 -8.38292 -0.0597 0.0592 -0.0327 0.0940
H 2.05168 4.15386 -7.42458 0.0353 -0.0126 0.0534 0.0858
C 6.14842 -6.33283 0.61482 0.0951 0.0987 -0.0811 -0.3603
O 7.08543 -5.79316 1.16962 -0.0829 -0.0726 0.0496 0.0128
N 5.26915 -7.15993 1.21660 -0.0827 0.0057 -0.1621 -0.2000
C 4.16933 -7.77342 0.49801 0.1553 0.0085 0.3236 -0.0519
C 5.43452 -7.44142 2.63222 0.1473 0.1445 -0.0960 -0.0429
H 5.93644 -6.18347 -0.45897 -0.0309 -0.0305 0.0298 0.1320
H 3.22605 -7.46317 0.95149 -0.0977 -0.1356 -0.1258 0.0684
H 4.26265 -8.85988 0.55370 -0.1667 -0.0123 -0.0841 0.0909
H 4.17462 -7.47011 -0.54699 0.0604 0.0433 0.0183 0.0858
H 5.38220 -6.51261 3.20177 0.0248 -0.0520 0.0731 0.0920
H 6.41104 -7.89440 2.80692 -0.0219 0.0068 0.0918 0.0925
H 4.65335 -8.11926 2.96802 -0.0243 -0.0017 -0.0645 0.0851
```
Forces are in eV/Å.

Values from the calculation:
- LUMO (alpha / beta): 0.4 / 0.4 eV
- E_HOMO (alpha / beta): -0.30054 / -0.32640 hartree
- Multiplicity: 2

[2]
Formula: C12H17N3
Source: OMol25
Level of theory: ωB97M-V/def2-TZVPD

The geometry in XYZ format:
```
32
Properties=species:S:1:pos:R:3:forces:R:3:lowdin_charge:R:1
N -0.74982 0.54984 -1.00259 -0.4468 0.1745 -0.5517 0.1010
C -1.13188 1.81503 -0.73706 1.3414 -0.2392 1.1518 -0.0650
C 0.32274 0.03369 -0.40948 0.2840 -0.3798 -0.1456 -0.2891
C 1.06958 0.79966 0.49118 0.8209 -0.3033 0.9492 0.0473
C 0.68719 2.11041 0.75205 -0.1214 -1.4785 0.0875 -0.2696
C -0.45046 2.61945 0.17679 -1.3990 -0.1086 -1.4748 -0.1675
N 1.21208 2.98853 1.64306 1.6558 0.0938 1.0385 0.0313
N 0.73759 -1.29385 -0.76509 -0.3763 1.8416 0.2691 -0.0788
C -0.68171 4.02914 0.66463 -0.4103 0.2692 -0.4881 -0.1103
C 0.48716 4.25266 1.62513 0.0692 0.4825 0.5247 -0.1781
C 1.07135 -2.22820 0.31729 0.4882 -0.7666 -1.0476 -0.1821
C 0.08416 -1.88570 -1.94680 0.8594 0.1164 0.2002 -0.1911
C -0.14578 -3.05093 0.72972 0.1235 -0.2672 -0.1116 -0.1935
C -1.12740 -2.67527 -1.54083 0.0803 -0.8181 0.1547 -0.1976
C -0.76586 -3.74086 -0.47953 -0.6552 0.8299 -0.2815 -0.2021
H -2.00346 2.17169 -1.24080 -0.5036 0.1163 -0.3159 0.1028
H 1.88432 0.35037 1.08020 -0.2426 0.2932 -0.5747 0.1123
H 2.22559 2.95953 1.82072 -1.0508 0.1759 -0.0726 0.1520
H -1.64080 4.16119 1.19199 0.2742 -0.0753 -0.3918 0.1166
H -0.60855 4.75824 -0.16199 -0.3568 -0.2852 0.3024 0.1172
H 1.13062 5.04269 1.25355 0.1511 0.2653 0.0499 0.1061
H 0.10586 4.56182 2.62084 0.4506 -0.3491 -0.3802 0.1159
H 1.90863 -2.87467 -0.05740 -0.7311 0.1905 0.2068 0.1308
H 1.48125 -1.75923 1.20008 0.0208 0.6200 -0.0124 0.0968
H 0.84696 -2.50096 -2.45986 -0.2727 -0.1849 0.3646 0.1222
H -0.16706 -1.12673 -2.69323 0.0074 0.1800 0.5207 0.1116
H -0.85465 -2.34337 1.19048 0.0511 -0.4506 0.0626 0.1217
H 0.16929 -3.83535 1.42454 -0.1241 0.3104 0.3518 0.1079
H -1.50406 -3.19086 -2.41471 -0.4222 -0.0296 -0.2976 0.1018
H -1.88104 -1.98730 -1.14859 -0.0262 -0.0883 -0.0883 0.1087
H -0.02013 -4.41917 -0.90463 -0.1635 -0.2008 0.0016 0.1086
H -1.69169 -4.29146 -0.21967 0.6249 0.0658 -0.0013 0.1123
```
Forces are in eV/Å.

Values from the calculation:
- LUMO: 0.9 eV
- E_HOMO: -0.27836 hartree
- Relative energy (zero: lowest compared OMol25 entry of this formula, charge and spin): 0.0 kJ/mol
- Multiplicity: 1
- SMILES: c1nc(N2CCCCC2)cc2c1CCN2

[3]
Formula: C15H23ClN4O4S
Source: OMol25
Level of theory: ωB97M-V/def2-TZVPD

The geometry in XYZ format:
```
48
Properties=species:S:1:pos:R:3:forces:R:3:lowdin_charge:R:1
C -0.52369 -1.66092 1.40488 -0.0144 -0.0520 -0.0818 -0.0770
O -0.42643 -0.25417 1.53396 -0.0408 0.0175 0.0742 -0.1713
C 0.83371 0.20566 2.01065 0.0202 0.0469 -0.0442 -0.4875
C 1.89225 0.01560 0.90919 -0.0245 -0.0183 -0.0182 -0.4313
O 3.02356 -0.36574 1.15032 0.0031 0.0070 0.0050 0.0829
N 1.44213 0.33461 -0.32571 0.0378 -0.0419 -0.0113 0.1176
C 2.22950 0.11762 -1.52079 -0.0011 0.0045 0.1063 -0.1146
C 1.80517 -1.15354 -2.26069 0.0507 0.0647 -0.3016 -0.2622
C 2.58547 -1.30605 -3.55981 0.0128 0.0047 0.0152 -0.2163
O 3.95997 -1.40899 -3.22006 -0.0121 -0.0059 -0.0112 -0.0493
N 0.36856 -1.21886 -2.54519 -0.0450 0.0658 0.3794 0.1183
C -0.37677 -0.15176 -2.94546 0.0718 -0.1032 -0.1416 -0.4863
O 0.10713 0.87762 -3.38000 -0.0175 0.0054 -0.0141 0.0675
C -1.87691 -0.31353 -2.76928 -0.0437 -0.0155 -0.0352 -0.0400
C -2.28762 0.34170 -1.48606 -0.0080 0.0533 -0.0060 -0.3004
C -2.08914 1.68417 -1.10785 0.0194 0.0028 -0.0038 -0.0233
C -2.62777 1.73965 0.15338 -0.0040 -0.0387 -0.0212 -0.6980
Cl -2.75480 3.05045 1.24151 0.0099 0.0202 0.0196 0.7521
N -3.10322 0.52215 0.46894 -0.0075 0.0134 0.0112 -0.1964
C -3.63190 0.07888 1.74172 0.0008 -0.0245 -0.0022 -0.0215
N -2.89129 -0.35117 -0.53100 0.0343 -0.0035 0.0063 0.1292
C 0.64381 1.68577 2.33974 -0.0021 0.0334 0.0176 -0.1439
C -0.00345 1.81329 3.73050 -0.0179 -0.0257 -0.0247 -0.4294
S 0.08338 0.17774 4.54159 0.0450 0.0281 0.0244 0.8688
C 1.26197 -0.44409 3.31874 -0.0375 -0.0215 0.0127 -0.3936
H -1.40053 -1.85840 0.79167 -0.0047 -0.0004 0.0083 0.0738
H 0.36052 -2.07810 0.90669 -0.0069 -0.0022 0.0227 0.0989
H -0.64692 -2.14560 2.37665 0.0014 0.0139 0.0125 0.0885
H 0.46830 0.58596 -0.41341 -0.0124 -0.0126 0.0056 0.1249
H 2.14124 0.97965 -2.17760 -0.0071 -0.0025 -0.0023 0.1237
H 3.26777 0.00360 -1.22013 -0.0037 -0.0054 0.0008 0.1260
H 2.03043 -2.01031 -1.62161 0.0042 -0.0015 0.0024 0.1573
H 2.23569 -2.20271 -4.08135 0.0050 -0.0069 -0.0009 0.1221
H 2.39029 -0.43579 -4.19444 -0.0036 0.0025 0.0018 0.1256
H 4.48482 -1.37552 -4.02389 0.0038 -0.0006 -0.0002 0.0904
H -0.13807 -1.95634 -2.08466 -0.0148 -0.0020 -0.0238 0.1356
H -2.35789 0.16900 -3.61966 0.0047 0.0129 0.0036 0.1283
H -2.17697 -1.36109 -2.74556 -0.0080 0.0005 0.0189 0.1175
H -1.63753 2.47912 -1.67492 0.0019 0.0018 0.0090 0.1163
H -4.41079 0.75845 2.08118 0.0005 0.0046 -0.0029 0.0810
H -4.05324 -0.90928 1.58374 -0.0020 0.0013 0.0026 0.0937
H -2.83352 0.02856 2.48356 0.0072 -0.0022 -0.0024 0.0800
H 1.61779 2.17706 2.32507 0.0099 -0.0258 0.0286 0.1328
H 0.02651 2.15054 1.57053 0.0109 0.0111 -0.0107 0.0964
H 0.52086 2.55010 4.33539 -0.0145 0.0102 0.0072 0.0685
H -1.04901 2.10775 3.66737 -0.0132 -0.0244 -0.0242 0.0459
H 1.23589 -1.53126 3.29330 0.0017 0.0107 -0.0027 0.0836
H 2.28075 -0.14150 3.54888 0.0099 -0.0001 -0.0087 0.0949
```
Forces are in eV/Å.

Values from the calculation:
- LUMO: 0.6 eV
- E_HOMO: -0.31380 hartree
- Relative energy (zero: lowest compared OMol25 entry of this formula, charge and spin): 29.4 kJ/mol
- Multiplicity: 1
- SMILES: CO[C@@]1(C(=O)NC[C@H](CO)NC(=O)Cc2cc(Cl)n(C)n2)CCSC1

Question: Number 2 is which compound?
Answer: C12H17N3